No. 1
{
  "formula": "C21H21IrN4O6SSi",
  "method": "ωB97M-V/def2-TZVPD",
  "species": ["Ir", "S", "C", "C", "C", "C", "C", "C", "C", "C", "C", "N", "H", "H", "H", "H", "H", "H", "C", "C", "N", "H", "H", "H", "C", "Si", "C", "C", "H", "H", "H", "H", "H", "H", "H", "H", "H", "O", "C", "O", "C", "C", "C", "C", "C", "C", "N", "O", "O", "N", "O", "O", "H", "H", "H"],
  "coordinates": [[-0.47062, 0.96934, -0.77790], [0.25297, 5.36241, -1.20063], [1.78145, 4.64512, -0.91438], [1.70310, 3.29764, -0.73148], [0.36866, 2.77613, -0.81893], [-0.50355, 3.81575, -1.06872], [-1.90176, 3.51630, -1.15387], [-2.94642, 4.44309, -1.19672], [-4.25029, 4.00164, -1.15732], [-4.50629, 2.63559, -1.07014], [-3.43269, 1.77181, -1.05373], [-2.16412, 2.18349, -1.12036], [2.66734, 5.26168, -0.90677], [2.58217, 2.69058, -0.55798], [-2.71529, 5.49935, -1.22881], [-5.06654, 4.71226, -1.17516], [-5.51352, 2.24816, -1.02246], [-3.57392, 0.69933, -1.01151], [-2.49140, -3.18860, -1.74641], [-1.84206, -1.91761, -1.45250], [-1.32575, -0.90886, -1.27382], [-3.26320, -3.38604, -1.00400], [-1.75918, -3.99390, -1.72093], [-2.94905, -3.14790, -2.73356], [4.46235, -2.16642, -1.48686], [3.26128, -0.84186, -0.98999], [3.91950, 0.20760, 0.39802], [2.62048, 0.17676, -2.39737], [5.38756, -1.71840, -1.85855], [4.04796, -2.80404, -2.26919], [4.71158, -2.80474, -0.63752], [4.84962, 0.70255, 0.10776], [4.12773, -0.39411, 1.28620], [3.19710, 0.97938, 0.67292], [3.34499, 0.93969, -2.69224], [1.70098, 0.69979, -2.09313], [2.38925, -0.43423, -3.27145], [2.09606, -3.70961, 0.26673], [1.61393, -2.61771, 0.41340], [1.85455, -1.56346, -0.35709], [0.60040, -2.31316, 1.48064], [0.13776, -1.01543, 1.64646], [-0.83182, -0.76748, 2.59166], [-1.34027, -1.74878, 3.41563], [-0.83834, -3.02602, 3.23588], [0.11493, -3.33471, 2.28410], [-1.36162, -4.10957, 4.09552], [-0.94273, -5.22991, 3.89665], [-2.17803, -3.80622, 4.93914], [-1.36992, 0.59661, 2.67835], [-1.00834, 1.37250, 1.81779], [-2.16315, 0.83927, 3.56880], [0.53583, -0.21381, 1.03755], [-2.09259, -1.53452, 4.15857], [0.47297, -4.34673, 2.15965]],
  "nbo_charge": [0.368, 0.400, -0.392, -0.286, -0.222, -0.358, 0.222, -0.240, -0.151, -0.286, 0.060, -0.409, 0.231, 0.204, 0.226, 0.219, 0.224, 0.202, -0.717, 0.364, -0.395, 0.259, 0.264, 0.261, -1.147, 1.881, -1.152, -1.147, 0.242, 0.250, 0.254, 0.247, 0.244, 0.248, 0.250, 0.257, 0.249, -0.567, 0.791, -0.850, -0.103, -0.158, 0.082, -0.168, 0.000, -0.142, 0.533, -0.365, -0.364, 0.510, -0.346, -0.383, 0.250, 0.285, 0.274],
  "gap_ev": [5.56, 5.61],
  "e_lumo_ev": [-1.0, -1.0],
  "e_tot_ev": -61909.7319,
  "charge": 0
}

---

No. 2
{
  "formula": "C21H21N3O3S",
  "method": "ωB97M-V/def2-TZVPD",
  "species": ["C", "C", "C", "N", "C", "S", "C", "C", "C", "C", "C", "C", "O", "N", "C", "C", "O", "C", "C", "N", "C", "C", "C", "C", "C", "C", "C", "O", "H", "H", "H", "H", "H", "H", "H", "H", "H", "H", "H", "H", "H", "H", "H", "H", "H", "H", "H", "H", "H"],
  "coordinates": [[-6.61551, -1.60244, 0.89547], [-5.37412, -1.91001, 0.57370], [-4.18599, -1.49373, 1.39106], [-3.41028, -0.47639, 0.69405], [-2.50372, -0.79850, -0.26801], [-2.21644, -2.50574, -0.56657], [-0.88043, -2.39203, -1.80316], [0.31363, -1.63876, -1.30983], [0.90990, -0.67839, -2.11768], [2.00580, 0.02799, -1.66656], [2.53890, -0.21835, -0.40472], [3.70864, 0.60186, 0.02713], [3.90168, 1.72833, -0.39129], [4.52598, 0.00635, 0.92915], [5.75644, 0.61548, 1.36693], [6.96817, -0.09067, 0.75767], [6.97073, -1.42728, 1.22018], [1.94273, -1.18004, 0.40429], [0.84172, -1.88224, -0.04825], [-1.82036, 0.03558, -0.96239], [-1.97206, 1.37033, -0.71157], [-1.20474, 2.29516, -1.42723], [-1.34393, 3.63934, -1.17167], [-2.24605, 4.09408, -0.20958], [-3.00705, 3.19612, 0.50288], [-2.87641, 1.82660, 0.26268], [-3.67159, 0.86511, 1.01429], [-4.49253, 1.14317, 1.86367], [-7.45176, -1.89919, 0.28570], [-6.84267, -1.03897, 1.78508], [-5.14651, -2.46373, -0.32723], [-4.51573, -1.04285, 2.33018], [-3.53474, -2.35027, 1.59059], [-1.30103, -1.92333, -2.69142], [-0.63629, -3.43528, -2.01578], [0.50185, -0.47849, -3.09726], [2.46548, 0.79028, -2.27762], [4.43780, -0.97900, 1.11960], [5.73443, 1.65987, 1.05028], [5.81995, 0.55526, 2.45723], [7.88416, 0.43049, 1.06526], [6.89501, -0.06258, -0.33816], [7.74505, -1.88099, 0.87389], [2.31217, -1.36475, 1.40252], [0.37462, -2.61847, 0.59106], [-0.50611, 1.92780, -2.16111], [-0.74588, 4.35222, -1.71983], [-2.34237, 5.15303, -0.02349], [-3.71052, 3.51802, 1.25588]],
  "nbo_charge": [-0.354, -0.205, -0.274, -0.438, 0.326, 0.248, -0.528, 0.004, -0.209, -0.116, -0.172, 0.667, -0.628, -0.612, -0.247, -0.069, -0.736, -0.175, -0.230, -0.552, 0.259, -0.239, -0.170, -0.234, -0.137, -0.227, 0.673, -0.605, 0.200, 0.201, 0.204, 0.254, 0.220, 0.243, 0.243, 0.212, 0.227, 0.405, 0.243, 0.199, 0.165, 0.166, 0.475, 0.212, 0.219, 0.224, 0.217, 0.216, 0.234],
  "gap_ev": 8.85,
  "e_lumo_ev": 0.5,
  "smiles": "C=CCn1c(SCc2ccc(C(=O)NCCO)cc2)nc2ccccc2c1=O",
  "e_tot_ev": -43566.8067,
  "charge": 0
}

---

No. 3
{
  "formula": "C21H21N3O6S2",
  "method": "ωB97M-V/def2-TZVPD",
  "species": ["C", "N", "C", "C", "C", "C", "C", "O", "S", "O", "O", "C", "C", "C", "C", "C", "O", "N", "C", "N", "C", "C", "C", "C", "C", "C", "S", "O", "C", "O", "C", "C", "H", "H", "H", "H", "H", "H", "H", "H", "H", "H", "H", "H", "H", "H", "H", "H", "H", "H", "H", "H", "H"],
  "coordinates": [[-1.19510, -0.36381, -1.95144], [-2.19107, 0.11212, -1.02475], [-2.06029, -0.29877, 0.35015], [-2.48338, -1.76648, 0.57203], [-3.90098, -2.01599, 0.05511], [-4.75049, -1.54278, 1.23501], [-3.84216, -1.81036, 2.44500], [-2.52735, -2.05058, 1.95434], [-2.61099, 1.72017, -1.21686], [-2.79295, 1.95065, -2.61792], [-3.69897, 1.98579, -0.32411], [-1.14495, 2.58283, -0.64936], [-1.02572, 2.92116, 0.68415], [0.17029, 3.44191, 1.14804], [1.24358, 3.58432, 0.27695], [2.53255, 4.14602, 0.76778], [2.67257, 5.25897, 1.20932], [3.62707, 3.30781, 0.64488], [3.62908, 1.96685, 0.39671], [2.60784, 1.19692, 0.37826], [2.94383, -0.09716, 0.10763], [2.03362, -1.15804, 0.03808], [2.56137, -2.38728, -0.25090], [3.93644, -2.59386, -0.45733], [4.85288, -1.57602, -0.38278], [4.32379, -0.32014, -0.09675], [5.19018, 1.17703, 0.07418], [4.15827, -3.91404, -0.72256], [2.89519, -4.54284, -0.66911], [1.90498, -3.57674, -0.38955], [1.10229, 3.26685, -1.07117], [-0.09919, 2.76469, -1.53514], [-1.24174, -1.45033, -2.01202], [-0.18041, -0.06213, -1.66179], [-1.43795, 0.05969, -2.92308], [-2.73270, 0.33894, 0.92358], [-1.03688, -0.15318, 0.72639], [-1.73997, -2.43989, 0.13322], [-4.04785, -3.08116, -0.12597], [-4.09695, -1.45725, -0.85612], [-4.96381, -0.47889, 1.13749], [-5.69279, -2.08046, 1.31184], [-4.14781, -2.70447, 2.99867], [-3.82435, -0.96324, 3.13957], [-1.87417, 2.78921, 1.33641], [0.28320, 3.72240, 2.18371], [4.52082, 3.73153, 0.86943], [0.98428, -1.00787, 0.21601], [5.90548, -1.73796, -0.53460], [2.89845, -5.30886, 0.12254], [2.68110, -5.02132, -1.63751], [1.92886, 3.41351, -1.75015], [-0.24704, 2.52256, -2.57550]],
  "nbo_charge": [-0.435, -0.667, -0.267, 0.095, -0.436, -0.443, -0.074, -0.526, 2.322, -0.936, -0.939, -0.264, -0.214, -0.164, -0.101, 0.681, -0.547, -0.633, 0.278, -0.501, 0.192, -0.279, 0.232, 0.298, -0.287, -0.239, 0.336, -0.486, 0.236, -0.475, -0.168, -0.221, 0.211, 0.186, 0.240, 0.235, 0.189, 0.186, 0.210, 0.235, 0.217, 0.221, 0.179, 0.175, 0.243, 0.229, 0.423, 0.232, 0.236, 0.161, 0.161, 0.222, 0.242],
  "gap_ev": 8.27,
  "e_lumo_ev": 0.2,
  "smiles": "CN(C[C@@H]1CCCO1)S(=O)(=O)c1ccc(C(=O)Nc2nc3cc4c(cc3s2)OCO4)cc1",
  "e_tot_ev": -60543.0509,
  "charge": 0
}

---

No. 4
{
  "formula": "C21H21N5O2",
  "method": "ωB97M-V/def2-TZVPD",
  "species": ["N", "C", "C", "C", "N", "N", "C", "C", "C", "C", "C", "C", "C", "C", "O", "C", "C", "C", "C", "N", "C", "O", "C", "N", "C", "C", "C", "C", "H", "H", "H", "H", "H", "H", "H", "H", "H", "H", "H", "H", "H", "H", "H", "H", "H", "H", "H", "H", "H"],
  "coordinates": [[-2.45389, 3.00973, -0.89701], [-1.64835, 2.71583, -0.04949], [-0.77611, 2.48222, 1.09209], [0.07120, 3.35843, 1.71868], [0.22362, 4.67491, 1.38243], [0.80845, 2.70609, 2.74288], [1.63786, 3.50714, 3.69566], [3.11043, 3.43122, 3.31780], [3.92271, 4.66830, 3.02343], [3.61060, 3.72589, 1.89949], [0.43825, 1.30926, 2.72442], [0.78352, 0.17149, 3.41916], [0.28913, -1.14882, 3.17486], [-0.36543, -1.25108, 1.94447], [-0.45363, -2.58375, 1.57146], [-0.97957, -2.84331, 0.30652], [-2.14463, -3.43985, 0.07338], [-2.60834, -3.61109, -1.21118], [-1.84990, -3.38320, -2.38599], [-2.32548, -3.47420, -3.67087], [-1.44346, -3.78156, -4.68060], [-0.25919, -3.88024, -4.68250], [-1.89244, -4.15273, -6.12646], [-1.25991, -3.30350, -7.18025], [-0.48084, -2.90579, -2.08159], [-0.09967, -2.58830, -0.81643], [-0.80612, -0.13760, 1.25537], [-0.41825, 1.14162, 1.63361], [-0.47016, 5.03852, 0.81107], [0.60652, 5.35502, 2.08246], [1.44080, 4.60210, 3.74280], [1.41551, 3.29453, 4.73767], [3.40194, 2.64898, 4.06902], [3.49195, 5.70332, 2.86581], [4.85544, 4.86205, 3.44394], [4.30055, 3.03484, 1.48985], [2.86525, 3.86647, 1.16832], [1.48930, 0.25239, 4.25794], [0.53776, -1.96809, 3.79418], [-2.65641, -3.63460, 0.91687], [-3.66816, -4.06027, -1.36057], [-3.30926, -3.79742, -3.73984], [-1.62526, -5.25402, -6.18064], [-2.96948, -3.90673, -6.10325], [-0.26314, -3.41799, -7.00694], [-1.59874, -2.28311, -7.12601], [0.13938, -2.49939, -2.88549], [0.82614, -1.98940, -0.58251], [-1.44044, -0.26433, 0.41197]],
  "nbo_charge": [-0.354, 0.283, -0.337, 0.446, -0.800, -0.392, -0.218, -0.256, -0.419, -0.409, 0.161, -0.231, -0.259, 0.313, -0.489, 0.279, -0.272, -0.217, 0.143, -0.617, 0.661, -0.599, -0.287, -0.829, -0.221, -0.224, -0.316, 0.005, 0.405, 0.396, 0.200, 0.222, 0.230, 0.206, 0.225, 0.222, 0.226, 0.208, 0.232, 0.224, 0.201, 0.415, 0.220, 0.169, 0.375, 0.367, 0.242, 0.229, 0.237],
  "gap_ev": 8.48,
  "e_lumo_ev": 0.6,
  "smiles": "N#Cc1c(N)n(CC2CC2)c2ccc(Oc3ccc(NC(=O)CN)cc3)cc12",
  "e_tot_ev": -33659.2564,
  "charge": 0
}

---

No. 5
{
  "formula": "C21H21N5O2S",
  "method": "ωB97M-V/def2-TZVPD",
  "species": ["C", "C", "C", "C", "C", "C", "C", "C", "N", "C", "O", "C", "S", "C", "N", "N", "C", "C", "N", "N", "C", "C", "C", "C", "C", "C", "O", "C", "C", "H", "H", "H", "H", "H", "H", "H", "H", "H", "H", "H", "H", "H", "H", "H", "H", "H", "H", "H", "H", "H"],
  "coordinates": [[1.32968, -2.46199, -1.98896], [1.89641, -1.04972, -1.81869], [2.66317, -0.67415, -3.09483], [2.85868, -1.06884, -0.62322], [0.81097, -0.01030, -1.58902], [-0.54400, -0.28851, -1.72213], [-1.50117, 0.68857, -1.52351], [-1.12802, 1.98266, -1.18059], [-2.14647, 2.91153, -0.91163], [-2.03387, 4.08176, -0.23121], [-1.02157, 4.72234, -0.09260], [-3.34717, 4.57357, 0.38487], [-4.41443, 3.21061, 0.97497], [-3.15252, 2.19989, 1.61595], [-2.12817, 2.55356, 2.32446], [-1.35757, 1.46557, 2.45222], [-1.94806, 0.49229, 1.81935], [-1.44543, -0.83203, 1.64266], [-2.10344, -1.76715, 0.98115], [-1.33882, -2.85532, 0.97373], [-0.16172, -2.66488, 1.63195], [0.92112, -3.50518, 1.87629], [1.96927, -2.97260, 2.59135], [1.95601, -1.64690, 3.05026], [0.89170, -0.80915, 2.81093], [-0.18466, -1.32872, 2.09346], [-3.11488, 0.89744, 1.26591], [0.22214, 2.28418, -1.05672], [1.16444, 1.29612, -1.26105], [0.75648, -2.75392, -1.11197], [0.69815, -2.53103, -2.87139], [2.14802, -3.16912, -2.10870], [1.99131, -0.66675, -3.95064], [3.10872, 0.31279, -3.00434], [3.45639, -1.39459, -3.28314], [2.31127, -1.24147, 0.30013], [3.39801, -0.13134, -0.52927], [3.58960, -1.86549, -0.74565], [-0.88401, -1.27852, -1.97818], [-2.54850, 0.43523, -1.61650], [-3.08293, 2.53930, -1.02713], [-3.10587, 5.23021, 1.21984], [-3.94324, 5.11968, -0.34721], [-1.67448, -3.69343, 0.52652], [0.93397, -4.52375, 1.52039], [2.83020, -3.58824, 2.80435], [2.80922, -1.28286, 3.60197], [0.86605, 0.21281, 3.15120], [0.52585, 3.28167, -0.78760], [2.20418, 1.56415, -1.15808]],
  "nbo_charge": [-0.604, -0.101, -0.594, -0.595, 0.069, -0.232, -0.238, 0.133, -0.621, 0.682, -0.575, -0.608, 0.265, 0.274, -0.292, -0.277, 0.439, 0.041, -0.185, -0.335, 0.105, -0.236, -0.192, -0.237, -0.175, -0.056, -0.397, -0.230, -0.220, 0.206, 0.207, 0.211, 0.209, 0.209, 0.204, 0.217, 0.205, 0.204, 0.214, 0.212, 0.406, 0.261, 0.250, 0.413, 0.220, 0.218, 0.219, 0.247, 0.254, 0.211],
  "gap_ev": 8.50,
  "e_lumo_ev": 0.2,
  "smiles": "CC(C)(C)c1ccc(NC(=O)CSc2nnc(-c3n[nH]c4ccccc34)o2)cc1",
  "e_tot_ev": -44498.8697,
  "charge": 0
}